The molecule C5H4O in a non-equilibrium geometry, computed with ωB97M-V with the def2-TZVPD basis set.

Last column: Mulliken charge in e.
Positions of all 10 atoms, in Å:
C: 0.80377 -1.05174 0.61689  -0.37
C: 1.19563 0.28251 0.23445  -0.26
C: -0.20873 -0.18694 0.45219  0.00
C: 0.21483 0.69136 -1.75149  -0.28
C: -0.95968 0.28713 -0.70678  -0.42
O: 1.30002 0.74064 -1.06408  -0.12
H: 1.28310 -1.81676 1.13737  0.40
H: 1.83522 0.90350 0.81878  0.39
H: -1.68158 -0.24317 -1.32297  0.40
H: -1.36842 1.39080 -0.70821  0.27

Computed properties:
Energy above the lowest of the compared OMol25 structures with the same formula, charge and spin, kcal/mol: 122.4
Kohn-Sham gap, eV: 8.99
E_HOMO, eV: -8.87

=====

The molecule C5H4O2 in a non-equilibrium geometry, computed with ωB97M-V with the def2-TZVPD basis set.

Last column: Mulliken charge in e.
Positions of all 11 atoms, in Å:
O: -0.63807 -0.94129 1.55035  -0.53
C: 0.50037 -0.52491 1.41180  0.12
C: 1.22415 -0.19720 0.20141  -0.58
C: 0.64073 0.38700 -0.86590  0.03
C: -0.77365 0.45800 -1.08913  -0.85
C: -1.74077 -0.07351 -0.32214  0.84
O: -2.74960 -0.42116 0.12574  -0.33
H: 1.08958 -0.23187 2.28760  0.32
H: 2.29761 -0.22698 0.32907  0.32
H: 1.27765 0.89502 -1.59362  0.35
H: -1.17713 0.86501 -2.01024  0.31

Computed properties:
Energy above the lowest of the compared OMol25 structures with the same formula, charge and spin, kcal/mol: 33.3
Kohn-Sham gap, eV: 8.75
E_HOMO, eV: -8.64

=====

The molecule C5H4O2, computed with ωB97M-V with the def2-TZVPD basis set.

Last column: Mulliken charge in e.
Positions of all 11 atoms, in Å:
O: 2.29528 -1.47347 0.12179  -0.57
C: 1.27501 -0.84157 0.04955  0.47
O: 0.07292 -1.55518 0.02672  -0.27
C: -1.12463 -0.94479 0.01519  -0.17
C: -1.27205 0.38967 -0.04589  -0.42
C: -0.07953 1.19120 -0.06797  -0.06
C: 1.13695 0.60773 -0.01572  -0.44
H: -1.93885 -1.65851 0.08235  0.37
H: -2.25935 0.83409 -0.05527  0.35
H: -0.16553 2.27374 -0.10925  0.38
H: 2.05976 1.17709 -0.00152  0.35

Computed properties:
Energy above the lowest of the compared OMol25 structures with the same formula, charge and spin, kcal/mol: 0.0
Kohn-Sham gap, eV: 9.38
E_HOMO, eV: -9.18

=====

The molecule C5H4O2, computed with ωB97M-V with the def2-TZVPD basis set.

Last column: Mulliken charge in e.
Positions of all 11 atoms, in Å:
O: -0.04516 3.04047 0.22667  -0.46
C: 0.61500 2.05796 0.27808  0.75
C: -1.53059 -0.79510 -0.35283  -0.81
C: -0.33398 -1.35628 -0.17379  0.09
C: 0.90601 -0.62215 0.12749  -0.45
C: 0.94809 0.69314 0.23702  0.24
O: 1.92326 1.70819 0.50508  -0.42
H: -1.67919 0.28091 -0.28377  0.19
H: -2.40585 -1.39578 -0.57709  0.24
H: -0.22922 -2.43596 -0.25078  0.29
H: 1.83163 -1.17540 0.26393  0.35

Computed properties:
Energy above the lowest of the compared OMol25 structures with the same formula, charge and spin, kcal/mol: 55.6
Kohn-Sham gap, eV: 9.17
E_HOMO, eV: -9.31

=====

The molecule C5H4O2 in a non-equilibrium geometry, computed with ωB97M-V with the def2-TZVPD basis set.

Last column: Mulliken charge in e.
Positions of all 11 atoms, in Å:
C: -0.86453 -0.08952 1.41250  -0.12
C: -0.23501 0.49509 2.69332  -0.15
C: 0.79027 0.09606 -1.95356  -0.68
C: -0.10057 0.28351 -0.97271  -0.45
C: 0.26046 -0.23464 0.39317  0.65
O: 1.37965 -0.66766 0.61920  -0.55
O: -0.48357 -0.73192 2.64358  -0.10
H: -1.86453 0.00869 1.26367  0.46
H: 0.37155 0.48166 -2.86665  0.21
H: 1.68704 -0.36855 -1.95335  0.39
H: -0.94076 0.72728 -1.27917  0.35

Computed properties:
Energy above the lowest of the compared OMol25 structures with the same formula, charge and spin, kcal/mol: 103.5
Kohn-Sham gap, eV: 10.06
E_HOMO, eV: -10.12

=====

The molecule C5H4O2 in a non-equilibrium geometry, computed with ωB97M-V with the def2-TZVPD basis set.

Last column: Löwdin spin population.
Positions of all 11 atoms, in Å:
C: -2.07577 -0.01016 2.02600  0.46
C: -1.32939 -0.55052 1.20516  0.38
C: -0.19374 -0.61998 -1.59483  0.54
C: 0.50852 -0.54313 -0.27607  0.12
C: 0.77190 0.93514 0.01526  0.01
O: -1.28616 -0.76694 -1.96889  0.28
O: -0.33492 -1.18922 0.61814  0.19
H: 1.44114 -1.11787 -0.32266  0.01
H: 1.33269 1.39231 -0.79360  0.01
H: 1.33949 1.01144 0.94135  0.00
H: -0.17376 1.45894 0.15015  0.00

Computed properties:
Spin multiplicity: 3
Energy above the lowest of the compared OMol25 structures with the same formula, charge and spin, kcal/mol: 55.0
Kohn-Sham gap (alpha / beta), eV: 8.71 / 7.83
E_HOMO (alpha / beta), eV: -8.19 / -10.52

=====

The molecule C5H4O2S in a non-equilibrium geometry, computed with ωB97M-V with the def2-TZVPD basis set.

Last column: Mulliken charge in e.
Positions of all 12 atoms, in Å:
C: -0.78058 -1.23707 -0.66042  0.35
C: 0.11592 -0.10257 -0.22325  0.48
C: 1.47334 -0.00360 -0.42805  -1.00
C: 1.90222 1.16194 0.22772  -0.24
C: 0.98173 1.85838 0.88885  -0.24
H: -1.22632 -2.96417 -0.44886  0.34
H: 1.86002 -0.54544 -0.98876  0.82
H: 3.11669 1.38736 0.19093  0.19
H: 0.91238 2.95699 1.43277  0.27
O: -0.55617 -2.42564 0.03900  -0.43
O: -1.63728 -1.11947 -1.44760  -0.44
S: -0.57944 1.09148 0.76585  -0.10

Computed properties:
Energy above the lowest of the compared OMol25 structures with the same formula, charge and spin, kcal/mol: 42.3
Kohn-Sham gap, eV: 10.10
E_HOMO, eV: -9.37

=====

The molecule C5H4O3 in a non-equilibrium geometry, computed with ωB97M-V with the def2-TZVPD basis set.

Last column: Mulliken charge in e.
Positions of all 12 atoms, in Å:
C: 1.02687 2.12133 -0.60295  -0.82
C: 0.18331 1.10856 -0.32880  0.38
C: -1.29594 -0.57776 -0.81711  -0.24
C: -0.39634 -1.21335 0.18092  0.33
C: 0.60559 0.00240 0.54412  0.63
H: 0.80307 2.97710 -1.17089  0.36
H: 1.75888 2.09251 0.30563  0.26
H: -2.35779 -0.78737 -0.36715  0.25
H: -1.35746 -1.29563 -1.70525  0.25
O: -1.00011 0.71928 -0.97956  -0.36
O: -0.29259 -2.35779 0.63027  -0.53
O: 1.34423 0.18429 1.48435  -0.51

Computed properties:
Energy above the lowest of the compared OMol25 structures with the same formula, charge and spin, kcal/mol: 70.1
Kohn-Sham gap, eV: 8.41
E_HOMO, eV: -9.62